No. 1
# C26H28CuIN5O3S

A molecular structure, C26H28CuIN5O3S (ωB97M-V/def2-TZVPD, the Open Molecules 2025 dataset).

Each line ends with the Mulliken spin population.
Geometry (Å):
1 Cu 11.60 7.57 7.67  0.84
2 C 14.43 6.87 14.21  0.00
3 C 14.74 8.13 13.43  0.00
4 C 15.60 9.11 13.96  0.00
5 C 15.98 10.12 13.14  0.00
6 C 15.49 10.28 11.86  0.00
7 C 14.49 9.45 11.39  0.00
8 C 14.16 8.36 12.23  0.00
9 N 13.18 7.38 11.72  0.00
10 C 12.96 7.23 10.33  -0.01
11 N 14.13 7.02 9.66  0.00
12 C 14.25 6.41 8.36  -0.15
13 C 13.33 6.75 7.36  0.41
14 C 13.63 6.40 6.06  -0.22
15 C 14.77 5.66 5.77  0.01
16 C 15.68 5.36 6.76  -0.01
17 C 15.50 5.78 8.08  0.02
18 C 16.61 5.59 9.15  0.00
19 N 11.78 7.19 9.81  0.04
20 C 10.69 7.41 10.69  -0.02
21 C 10.01 6.34 11.33  0.01
22 C 9.01 6.56 12.24  -0.01
23 C 8.57 7.91 12.50  0.01
24 C 9.15 8.93 11.74  -0.01
25 C 10.19 8.74 10.88  0.02
26 C 10.82 9.95 10.24  -0.01
27 H 14.85 6.89 15.23  0.00
28 H 14.94 6.01 13.69  0.00
29 H 13.36 6.57 14.23  0.00
30 H 16.10 8.92 14.99  0.00
31 H 16.65 10.94 13.44  0.00
32 H 15.91 11.17 11.30  0.00
33 H 14.03 9.60 10.42  0.00
34 H 12.34 7.22 12.32  0.00
35 H 14.87 6.91 10.31  0.00
36 H 12.94 6.71 5.32  0.02
37 H 14.94 5.28 4.77  0.00
38 H 16.58 4.78 6.56  0.00
39 H 17.57 5.19 8.77  0.00
40 H 16.17 4.99 9.92  0.00
41 H 16.88 6.60 9.51  0.00
42 H 10.36 5.33 11.02  0.00
43 H 8.52 5.78 12.72  0.00
44 H 7.71 8.01 13.17  0.00
45 H 8.70 9.91 11.79  0.00
46 H 10.05 10.66 9.83  0.00
47 H 11.57 9.67 9.45  0.00
48 H 11.42 10.58 10.91  0.00
49 I 5.43 7.24 8.81  0.00
50 C 7.35 7.87 8.26  0.00
51 C 7.64 9.14 7.71  0.00
52 N 8.91 9.05 7.33  0.00
53 N 9.53 7.94 7.74  0.02
54 C 8.56 7.14 8.23  0.00
55 H 7.08 10.01 7.41  0.00
56 H 9.43 9.85 6.94  0.00
57 H 8.70 6.23 8.77  0.00
58 C 12.45 11.40 5.18  0.00
59 S 12.03 10.49 6.63  -0.01
60 O 13.15 10.37 7.52  0.00
61 O 10.86 11.20 7.18  0.00
62 O 11.60 9.19 6.11  0.02
63 H 12.63 12.43 5.48  0.00
64 H 11.70 11.28 4.49  0.00
65 H 13.35 11.04 4.71  0.00

2S+1: 2
HOMO energy (alpha / beta): -8.12 / -8.10 eV
⟨S²⟩: 0.75

No. 2
# C3H4N2O2

A single C3H4N2O2 molecule (ωB97M-V/def2-TZVPD, the Open Molecules 2025 dataset).

Each line ends with the natural charge from an NBO analysis.
Geometry (Å):
1 N -2.75 -0.68 -0.83  -0.29
2 C -1.80 -0.51 -0.18  0.26
3 C -0.66 -0.26 0.72  -0.35
4 N 0.48 0.34 0.05  -0.17
5 O 0.26 1.56 -0.51  -0.53
6 C 1.47 -0.43 -0.54  0.52
7 O 1.64 -1.60 -0.31  -0.57
8 H -0.29 -1.21 1.13  0.28
9 H -0.98 0.36 1.58  0.24
10 H 0.56 2.20 0.12  0.47
11 H 2.07 0.22 -1.22  0.13

2S+1: 1
structure (SMILES): N#CCN(O)C=O
HOMO energy: -10.53 eV

No. 3
# C3H2O3Yb

A molecular structure, C3H2O3Yb (ωB97M-V/def2-TZVPD, the Open Molecules 2025 dataset).

Each line ends with the natural charge from an NBO analysis.
Geometry (Å):
1 O 1.36 -0.89 0.39  -1.00
2 C -1.38 3.13 2.83  0.63
3 C 1.06 -1.10 -0.92  0.01
4 O -0.99 2.12 2.50  -0.62
5 O -1.06 -0.10 -0.66  -1.00
6 C -0.13 -0.70 -1.44  0.00
7 Yb -0.30 0.04 1.32  1.69
8 H 1.81 -1.61 -1.54  0.15
9 H -0.37 -0.88 -2.49  0.15

2S+1: 1
HOMO energy: -5.84 eV

No. 4
# C3H3N3O2

A single C3H3N3O2 molecule (ωB97M-V/def2-TZVPD, the Open Molecules 2025 dataset).

Each line ends with the natural charge from an NBO analysis.
Geometry (Å):
1 O 0.66 1.24 1.68  -0.63
2 C 0.08 0.54 0.74  0.51
3 C -1.20 0.94 0.38  -0.17
4 N -1.79 0.15 -0.57  -0.15
5 N -1.22 -0.90 -1.16  -0.27
6 C 0.25 -0.74 -1.01  0.66
7 O 0.97 -1.58 -1.64  -0.63
8 N 0.91 -0.13 0.04  -0.56
9 H 1.50 0.75 1.93  0.49
10 H -1.94 1.62 0.73  0.24
11 H 1.77 -1.90 -1.13  0.51

2S+1: 1
structure (SMILES): Oc1cnnc(O)n1
HOMO energy: -9.02 eV

No. 5
# C4H3IOS

A molecular structure, C4H3IOS (ωB97M-V/def2-TZVPD, the Open Molecules 2025 dataset).

Each line ends with the natural charge from an NBO analysis.
Geometry (Å):
1 C 1.24 0.54 -0.11  -0.27
2 C -0.03 0.81 0.36  -0.22
3 C 1.48 -0.77 -0.44  -0.29
4 C -0.82 -0.35 0.56  0.32
5 O -1.94 -0.34 1.03  -0.52
6 S 0.06 -1.73 -0.25  0.30
7 I -3.95 0.31 -0.62  -0.04
8 H 2.09 1.15 -0.33  0.24
9 H -0.44 1.74 0.58  0.23
10 H 2.31 -1.36 -0.77  0.24

2S+1: 1
HOMO energy (alpha / beta): -9.52 / -8.93 eV

No. 6
# C25H33N3O5S

A single C25H33N3O5S molecule (ωB97M-V/def2-TZVPD, the Open Molecules 2025 dataset).

Each line ends with the natural charge from an NBO analysis.
Geometry (Å):
1 C 2.86 1.58 -1.74  -0.25
2 O 2.43 0.65 -0.78  -0.51
3 C 1.26 0.89 -0.11  0.30
4 C 0.44 1.99 -0.31  -0.26
5 C -0.76 2.10 0.38  -0.24
6 C -1.15 1.13 1.29  0.01
7 C -2.53 1.14 1.95  -0.07
8 C -3.60 1.16 0.83  -0.23
9 N -3.23 0.23 -0.21  -0.61
10 C -2.69 0.69 -1.38  0.68
11 O -2.91 1.80 -1.81  -0.62
12 C -1.77 -0.27 -2.07  -0.13
13 C -1.77 -1.65 -1.88  -0.14
14 C -0.79 -2.43 -2.47  -0.19
15 C 0.18 -1.82 -3.24  -0.32
16 S 1.47 -2.85 -3.94  2.32
17 O 0.87 -3.96 -4.63  -0.93
18 O 2.40 -2.02 -4.66  -0.94
19 N 2.16 -3.46 -2.53  -0.67
20 C 2.97 -2.48 -1.84  -0.28
21 C 3.38 -3.07 -0.49  -0.07
22 O 4.07 -4.29 -0.64  -0.52
23 C 3.29 -5.23 -1.34  -0.07
24 C 2.89 -4.71 -2.72  -0.27
25 C 0.18 -0.46 -3.48  -0.20
26 C -0.81 0.31 -2.90  -0.16
27 N -2.84 2.12 2.97  -0.46
28 C -2.61 3.52 2.70  -0.22
29 C -1.19 4.01 3.02  -0.42
30 C -0.81 3.64 4.45  -0.40
31 C -1.00 2.14 4.65  -0.42
32 C -2.45 1.78 4.32  -0.20
33 C -0.30 0.06 1.51  -0.22
34 C 0.89 -0.07 0.82  -0.26
35 H 3.07 2.56 -1.28  0.18
36 H 2.13 1.71 -2.54  0.18
37 H 3.78 1.17 -2.15  0.21
38 H 0.70 2.76 -1.02  0.22
39 H -1.39 2.94 0.16  0.23
40 H -2.63 0.16 2.45  0.19
41 H -4.57 0.89 1.25  0.21
42 H -3.68 2.15 0.37  0.23
43 H -2.93 -0.67 0.12  0.39
44 H -2.54 -2.12 -1.29  0.21
45 H -0.76 -3.50 -2.34  0.24
46 H 3.86 -2.24 -2.43  0.20
47 H 2.38 -1.58 -1.69  0.24
48 H 2.48 -3.23 0.12  0.16
49 H 4.06 -2.40 0.04  0.20
50 H 2.38 -5.46 -0.76  0.17
51 H 3.90 -6.13 -1.43  0.20
52 H 3.79 -4.54 -3.32  0.19
53 H 2.22 -5.40 -3.23  0.24
54 H 0.94 -0.05 -4.12  0.25
55 H -0.85 1.38 -3.06  0.24
56 H -2.86 3.74 1.67  0.20
57 H -3.31 4.08 3.34  0.19
58 H -0.47 3.55 2.34  0.21
59 H -1.14 5.09 2.88  0.21
60 H 0.23 3.93 4.66  0.21
61 H -1.45 4.18 5.15  0.19
62 H -0.32 1.59 3.99  0.20
63 H -0.77 1.86 5.68  0.21
64 H -2.62 0.71 4.48  0.19
65 H -3.11 2.33 5.00  0.19
66 H -0.58 -0.71 2.22  0.21
67 H 1.54 -0.91 0.99  0.22

2S+1: 1
structure (SMILES): COc1ccc([C@H](CNC(=O)c2ccc(S(=O)(=O)N3CCOCC3)cc2)N2CCCCC2)cc1
HOMO energy: -8.26 eV

No. 7
# C6H12NO2

A molecular structure, C6H12NO2 (ωB97M-V/def2-TZVPD, the Open Molecules 2025 dataset).

Each line ends with the natural charge from an NBO analysis.
Geometry (Å):
1 C 0.27 2.72 -0.85  -0.09
2 C 0.30 1.81 -0.09  -0.15
3 C 1.85 0.52 1.28  -0.64
4 C -0.76 -0.74 -1.60  -0.15
5 C 0.45 -0.98 -0.63  0.18
6 C 0.49 0.63 0.63  0.05
7 N -0.80 0.21 1.31  -0.73
8 O -2.12 -0.82 -0.95  -0.78
9 O 0.31 -2.00 0.24  -0.73
10 H -0.08 3.56 -1.40  0.25
11 H 2.07 -0.60 1.32  0.24
12 H 2.69 0.99 0.69  0.27
13 H 1.70 0.91 2.28  0.23
14 H -0.65 0.27 -2.09  0.23
15 H -0.79 -1.52 -2.43  0.21
16 H 1.33 -0.83 -1.17  0.19
17 H -1.43 -0.11 0.58  0.48
18 H -1.21 0.99 1.88  0.44
19 H -0.70 -0.57 2.10  0.46
20 H -2.63 -1.67 -0.99  0.51
21 H -0.29 -2.79 -0.11  0.51

2S+1: 1
HOMO energy: -12.95 eV
total charge: +1

No. 8
# C3H5NO2

A molecular structure, C3H5NO2 (ωB97M-V/def2-TZVPD, the Open Molecules 2025 dataset).

Each line ends with the natural charge from an NBO analysis.
Geometry (Å):
1 O 0.79 -0.57 -1.88  -0.68
2 C 0.18 -0.60 -0.64  0.04
3 C 0.54 -0.16 0.99  -0.25
4 N -0.92 0.11 1.05  -0.64
5 C -0.79 0.47 -0.30  0.63
6 O -0.98 1.52 -0.87  -0.59
7 H 0.55 0.25 -2.35  0.50
8 H -0.13 -1.63 -0.46  0.20
9 H 0.88 -1.01 1.58  0.20
10 H 1.11 0.75 1.24  0.20
11 H -1.24 0.88 1.62  0.39

2S+1: 1
HOMO energy: -10.26 eV

| no. | molar mass (g mol⁻¹) |
| --- | --- |
| 1 | 681.06 |
| 2 | 100.08 |
| 3 | 259.09 |
| 4 | 113.08 |
| 5 | 226.04 |
| 6 | 487.62 |
| 7 | 130.17 |
| 8 | 87.08 |